{
  "formula": "C5H8S2",
  "method": "ωB97M-V with the def2-TZVPD basis set",
  "symbols": ["C", "C", "C", "C", "C", "H", "H", "H", "H", "H", "H", "H", "H", "S", "S"],
  "xyz": [[-0.76943, 0.49992, 0.29997], [-0.07425, 1.15690, -0.87015], [1.36888, 0.67795, -0.56856], [1.44720, 0.80124, 0.98178], [0.34356, -0.33281, 0.94048], [-2.66063, -0.59369, 1.14415], [-1.09659, 1.23785, 1.04591], [-0.16013, 2.21450, -0.88996], [-0.38026, 0.78187, -1.85192], [2.21131, 1.07081, -1.18478], [2.38978, 0.50247, 1.43719], [1.12953, 1.78456, 1.39732], [0.04615, -0.97269, 1.77327], [-2.30311, -0.28352, -0.10692], [1.34218, -1.14429, -0.36635]],
  "energy_ha": -991.6472,
  "relative_energy_ev": 1.064,
  "gap_ha": 0.34560,
  "largest_force_ha_per_bohr": 0.0391
}

***

{
  "formula": "C5H14OS",
  "method": "ωB97M-V with the def2-TZVPD basis set",
  "symbols": ["C", "C", "C", "C", "S", "C", "H", "H", "H", "H", "H", "H", "H", "H", "H", "H", "H", "H", "O", "H", "H"],
  "xyz": [[2.11644, -0.26566, -1.05464], [0.57775, -0.42766, -0.39543], [-0.48693, 0.58633, -0.92367], [-1.22066, 1.30317, 0.25934], [-0.23022, 2.37489, 1.36027], [0.08968, 3.61753, 0.00476], [2.41855, 0.67807, -0.50827], [1.99246, -0.12530, -2.15693], [2.77121, -1.25254, -0.80603], [0.34338, -1.42972, -0.52990], [0.56362, -0.19764, 0.64632], [0.02958, 1.38201, -1.51232], [-1.38603, 0.28881, -1.60471], [-1.67155, 0.47204, 0.95012], [-2.09663, 1.89730, -0.16941], [0.81006, 4.40118, 0.13968], [0.76223, 2.99349, -0.52601], [-0.75160, 4.12210, -0.56827], [-1.17646, -6.68409, 2.60168], [-1.36249, -7.21799, 1.85287], [-2.09240, -6.51631, 2.94053]],
  "energy_ha": -672.2492,
  "relative_energy_ev": 1.919,
  "gap_ha": 0.35107,
  "largest_force_ha_per_bohr": 0.0605
}

***

{
  "formula": "C55H42MnNP3SeSi",
  "method": "ωB97M-V with the def2-TZVPD basis set",
  "symbols": ["Mn", "C", "C", "C", "C", "C", "C", "P", "C", "C", "C", "C", "C", "C", "C", "C", "C", "C", "C", "C", "Si", "C", "C", "C", "C", "C", "C", "P", "C", "C", "C", "C", "C", "C", "C", "C", "C", "C", "C", "C", "C", "C", "C", "C", "C", "C", "P", "C", "C", "C", "C", "C", "C", "C", "C", "C", "C", "C", "C", "H", "H", "H", "H", "H", "H", "H", "H", "H", "H", "H", "H", "H", "H", "H", "H", "H", "H", "H", "H", "H", "H", "H", "H", "H", "H", "H", "H", "H", "H", "H", "H", "H", "H", "H", "H", "H", "H", "H", "H", "H", "H", "Se", "C", "N"],
  "xyz": [[-0.06656, -0.43926, 0.84889], [-5.57882, -2.45937, 1.97524], [-4.41254, -2.12795, 2.64661], [-3.39650, -1.45223, 1.97961], [-3.53649, -1.10387, 0.63728], [-4.71715, -1.44295, -0.03188], [-5.73086, -2.11690, 0.63400], [-2.22503, -0.14566, -0.17980], [-2.27335, -0.67243, -1.92434], [-2.36066, -2.03633, -2.21728], [-2.49600, -2.45270, -3.53404], [-2.52496, -1.51711, -4.56347], [-2.38519, -0.16670, -4.27972], [-2.25685, 0.25722, -2.95947], [-2.70783, 1.61375, -0.17904], [-4.01919, 2.04957, -0.39447], [-4.30019, 3.40628, -0.42988], [-3.28098, 4.33842, -0.24603], [-1.98574, 3.90823, -0.01565], [-1.67064, 2.53936, 0.01984], [0.04528, 1.92087, 0.38665], [1.21765, 2.21253, -1.02060], [1.33654, 3.45960, -1.66400], [2.31616, 3.67722, -2.61836], [3.20655, 2.65629, -2.94802], [3.09775, 1.41802, -2.34068], [2.09248, 1.18691, -1.39606], [1.87419, -0.43715, -0.60415], [3.50674, -0.91471, 0.02985], [4.38624, -1.68161, -0.72925], [5.67558, -1.92008, -0.27054], [6.09682, -1.38608, 0.93976], [5.22661, -0.61320, 1.69734], [3.93512, -0.38076, 1.24356], [1.55884, -1.59575, -1.96712], [1.57316, -2.96378, -1.68908], [1.36397, -3.88708, -2.70435], [1.14374, -3.44892, -4.00619], [1.10173, -2.09117, -4.28114], [1.28957, -1.16207, -3.26257], [0.60627, 2.83458, 1.91555], [0.93771, 4.20095, 1.92434], [1.13085, 4.87724, 3.11660], [0.98115, 4.21746, 4.33883], [0.67420, 2.86999, 4.35894], [0.51640, 2.17604, 3.15264], [0.18966, 0.40001, 3.11120], [-1.27360, 0.17989, 4.16733], [-2.41971, 0.89547, 3.80861], [-3.59989, 0.72916, 4.51588], [-3.64574, -0.16155, 5.58482], [-2.51358, -0.88054, 5.94191], [-1.32535, -0.71416, 5.23095], [1.56353, -0.44997, 3.94168], [2.60696, 0.23408, 4.56509], [3.64979, -0.46729, 5.15986], [3.66682, -1.85330, 5.12183], [2.63920, -2.54387, 4.49004], [1.59241, -1.84746, 3.89958], [-6.37018, -2.99432, 2.49144], [-4.28156, -2.40222, 3.68810], [-2.48935, -1.21406, 2.51654], [-4.84043, -1.20531, -1.08218], [-6.63870, -2.38448, 0.10444], [-2.35204, -2.77679, -1.42189], [-2.58456, -3.51118, -3.75393], [-2.64799, -1.84500, -5.59070], [-2.39440, 0.56294, -5.08165], [-2.17932, 1.31748, -2.74626], [-4.82612, 1.33551, -0.52175], [-5.31768, 3.74365, -0.59384], [-3.50450, 5.40079, -0.26487], [-1.21444, 4.65280, 0.16382], [0.65380, 4.27144, -1.41829], [2.39545, 4.64445, -3.10452], [3.98297, 2.83215, -3.68498], [3.79034, 0.62824, -2.61271], [4.06730, -2.10712, -1.67220], [6.35264, -2.52197, -0.86414], [7.10591, -1.57168, 1.29225], [5.54958, -0.19335, 2.64303], [3.26986, 0.22896, 1.83719], [1.76441, -3.31390, -0.68289], [1.37780, -4.94699, -2.47863], [0.99288, -4.16930, -4.80369], [0.92174, -1.74748, -5.29291], [1.25289, -0.10438, -3.49421], [1.04435, 4.74725, 0.98802], [1.38611, 5.93066, 3.10347], [1.11097, 4.75874, 5.26969], [0.55986, 2.35501, 5.30818], [-2.39570, 1.59088, 2.97371], [-4.48260, 1.29166, 4.23262], [-4.56786, -0.29406, 6.13888], [-2.54794, -1.57237, 6.77674], [-0.44582, -1.27740, 5.52099], [2.61624, 1.31460, 4.59512], [4.44989, 0.07428, 5.65330], [4.48455, -2.39801, 5.58125], [2.65271, -3.62673, 4.45188], [0.80598, -2.39617, 3.39819], [-1.22666, -5.08949, 0.74299], [-0.67946, -3.44122, 0.96038], [-0.27541, -2.33516, 1.08242]],
  "energy_ha": -7041.7458,
  "s_squared": 6.1725,
  "spin_multiplicity": 5,
  "total_charge": 1,
  "gap_ha": [0.27377, 0.27011],
  "largest_force_ha_per_bohr": 0.0186
}